A cluster of 3 separate species, C15H22BrF16N2O6P in total in a non-equilibrium geometry. Source: the Open Molecules 2025 dataset; level of theory: wB97M-V/def2-TZVPD.

The calculation puts the HOMO energy at -8.986 eV. For the HOMO-LUMO gap, the calculation gives 0.2927 Eh.

```
63
Properties=species:S:1:pos:R:3:forces:R:3:nbo_charge:R:1
H -0.6908 2.3550 3.8062 -0.102 0.140 0.025 0.150
H 0.0498 -2.0145 -1.9580 -0.436 -1.004 -1.222 0.363
H 2.4515 -1.2923 -2.8382 -1.430 0.562 -1.674 0.223
H -3.7491 -0.2506 -0.2540 1.184 1.125 -2.065 0.212
O 1.8575 -6.4497 0.9474 -0.738 0.546 1.714 -0.503
N -0.0732 -2.7483 -2.7010 -0.637 1.041 -0.993 -0.862
C 1.4904 -6.7076 2.3007 1.843 0.064 -1.023 0.845
F 0.5177 -4.3072 0.0435 0.406 0.248 0.498 -0.303
C 0.8045 -2.4632 -3.9025 0.876 -0.691 -0.731 -0.225
H 1.3386 0.9573 -4.5849 -1.273 -1.251 1.630 0.211
C 1.7293 -3.9663 0.5592 -0.684 -0.760 -0.791 0.594
H -4.1334 0.3102 -2.0119 2.072 0.282 1.639 0.226
F 0.6029 5.1786 0.9453 0.036 0.477 0.319 -0.319
F 2.0235 -7.9235 2.6025 -0.691 0.359 -0.041 -0.319
H -0.8655 4.7607 4.7367 0.026 -0.092 -0.395 0.212
C -3.2693 0.2880 -1.2044 -0.372 -1.287 0.679 -0.449
F -1.9374 4.5345 1.6252 0.256 -0.348 0.267 -0.312
F 2.1115 -5.8192 3.1116 -0.423 -0.794 0.163 -0.319
H 3.3904 -5.1025 1.4566 -0.387 0.110 -0.001 0.210
O -0.7132 6.2633 3.2728 1.581 -0.992 -0.536 -0.503
C 0.7001 6.1348 3.1369 -1.263 0.182 1.685 0.845
F 0.8128 -2.0227 1.5673 0.138 -0.130 -0.299 -0.328
P -1.3576 1.5858 -4.2190 -3.957 -1.726 -4.591 2.362
F 2.5095 6.0174 1.5806 -0.325 0.100 0.464 -0.320
H -0.4880 -7.5373 1.9084 0.262 -0.025 -0.019 0.159
C -2.0492 2.4174 -1.7900 0.831 0.684 1.141 0.084
C 1.5789 -3.1191 1.8174 -0.311 0.843 0.511 0.517
H -2.3595 -0.3624 -1.5906 -1.884 1.085 0.598 0.179
F -1.1818 1.8963 1.9372 -0.213 0.131 0.091 -0.335
F 0.4672 3.2166 2.4322 -0.499 -0.382 -0.009 -0.319
F -2.9728 3.5241 3.2501 0.578 -0.210 0.169 -0.322
C -1.3785 5.1322 3.8412 -0.567 0.669 0.721 -0.145
H 2.4295 -1.1054 -4.7462 -1.398 -0.037 2.258 0.224
F -0.3426 -6.9581 3.8129 0.506 -0.062 -0.240 -0.321
C -0.7699 2.8390 2.8280 0.363 -0.824 -0.173 0.518
H 1.5499 -3.3908 -3.9972 -1.390 2.052 0.075 0.185
H 0.1850 -2.4698 -4.9227 1.262 0.309 2.323 0.204
H -2.1596 1.5543 0.0854 -1.191 0.055 -1.279 0.380
O -0.5354 0.1498 -3.6769 -0.113 3.678 -0.677 -0.756
C 1.7526 -1.1288 -3.7632 -0.510 -0.778 -1.017 -0.446
H 1.2339 0.8408 -2.6879 -0.584 -1.063 -2.215 0.182
H -2.0935 3.5749 -1.5023 -0.111 -2.480 -0.984 0.200
F -0.6093 -5.5683 2.1577 0.314 -0.549 -0.037 -0.316
F 1.2336 7.1870 3.8167 -0.034 -0.322 -0.740 -0.318
N -2.8179 1.6533 -0.7346 1.133 -0.323 -1.120 -0.656
C 0.9284 0.2945 -3.7045 2.546 0.540 1.253 -0.106
H -2.3248 5.5386 4.2190 0.124 -0.082 -0.346 0.234
C -1.7493 4.0064 2.8644 -0.516 0.849 -0.481 0.594
O -2.0464 1.2042 -5.6250 2.579 1.278 5.974 -1.033
H 3.0932 -5.3938 -0.2255 -0.363 0.069 0.086 0.232
O -2.6244 2.1316 -3.1151 4.045 -0.882 -0.774 -0.741
C 1.1630 6.1780 1.6749 0.220 -0.070 -0.952 0.500
F 2.3369 -3.1997 -0.4006 0.174 0.119 0.553 -0.330
F 1.1149 5.0236 3.7895 0.440 0.727 -0.330 -0.318
C -0.0293 -6.7457 2.5074 -0.994 0.162 0.045 0.500
H -0.8931 2.1511 -1.8269 -2.009 0.295 0.223 0.132
H 2.5499 -2.7666 2.1783 0.060 -0.124 -0.117 0.143
H -1.0882 -2.7959 -3.0169 1.889 0.434 0.830 0.373
O -0.3127 2.9742 -4.4613 -1.761 -2.702 0.634 -0.868
Br -0.8285 3.6301 -6.1061 0.583 0.813 0.032 0.401
H 0.8943 7.1282 1.2052 -0.055 0.015 0.254 0.160
F 0.9637 -3.7886 2.8188 0.115 0.478 -0.344 -0.319
C 2.5791 -5.2343 0.7303 0.779 -0.531 -0.637 -0.143
```
Forces are in eV/Å.

A structure of composition C13H17AlAsF6N3O2SSi in a non-equilibrium geometry. Source: the Open Molecules 2025 dataset; level of theory: wB97M-V/def2-TZVPD.

The energy above the lowest of the compared OMol25 structures with the same formula, charge and spin comes out at 71.17 kJ/mol. Its multiplicity is 2. The calculation puts the HOMO energy (alpha / beta) at -12.445 / -12.444 eV. As for the total charge: +1. For the HOMO-LUMO gap (alpha / beta), the calculation gives 0.3123 / 0.1801 Eh. The expectation value of S² is 0.775.

```
45
Properties=species:S:1:pos:R:3:forces:R:3:mulliken_spin:R:1
H -4.6812 3.2789 0.4657 -0.054 -0.042 -0.110 0.000
C -4.6736 2.9233 -0.5665 -0.035 0.647 0.124 0.000
H 3.6159 -1.2269 -3.4682 0.097 -0.130 0.041 0.000
H 6.5958 0.7095 -3.0318 0.104 -0.017 -0.177 0.000
H 2.7165 3.6719 1.1715 -0.006 0.093 0.075 0.004
H 4.7379 2.6944 -4.8442 0.141 -0.077 -0.138 0.000
H -5.6910 2.7606 -0.9120 0.059 -0.049 -0.006 0.000
H -4.2346 -1.5594 -1.4097 -0.045 -0.063 -0.031 0.000
F -0.9705 -1.5029 3.7227 0.494 -0.603 -0.382 0.000
F 0.0975 -0.8526 1.4765 0.042 -0.228 0.139 0.003
F -1.3798 -2.8903 1.7910 0.543 -0.059 0.484 0.000
F -0.0934 -3.9518 3.7749 0.071 0.151 -0.139 0.000
C 1.8888 0.7355 -1.0861 0.062 -0.338 -0.513 0.029
C 3.2911 2.5647 -0.5780 -0.030 0.040 0.066 -0.056
O -1.5735 -1.5433 -0.7455 0.266 -0.144 -0.037 0.005
H 4.4775 3.6525 -3.3973 0.083 0.116 0.161 0.000
C 1.3666 2.0603 0.7497 -0.563 -0.560 -0.099 0.040
N 1.0904 1.0381 -0.0383 -0.205 0.251 0.475 0.049
H -5.5255 0.5703 -1.2945 -0.044 0.074 0.023 0.000
H 5.8938 0.0389 -1.5669 0.080 -0.160 0.136 0.000
C -2.4208 -0.5742 -0.7455 -1.018 0.235 -0.375 0.000
H 3.1030 3.0212 -4.2958 -0.167 0.086 -0.097 -0.001
C 3.6190 -0.2950 -4.0268 -0.099 0.340 0.486 0.002
Al -0.2397 -0.4522 -0.1389 -0.469 0.712 0.674 -0.034
H 2.6223 -0.1628 -4.4396 -0.111 0.054 -0.119 -0.001
H 4.3071 -0.4138 -4.8599 0.178 0.139 -0.047 0.000
F 1.0001 -3.2186 1.5155 -0.493 0.144 0.592 0.000
H -4.1802 3.6841 -1.1733 -0.151 -0.050 0.027 0.000
Si 4.1377 1.1681 -2.9544 1.391 0.605 -0.628 -0.003
As -0.0025 -2.5942 2.7940 0.172 0.845 -0.307 0.000
C -3.7756 -0.6349 -1.1097 -0.272 0.045 0.020 0.002
C 5.8955 0.9016 -2.2258 -1.151 -0.025 -0.290 0.012
H 4.1570 3.1779 -0.7784 0.084 0.119 0.024 0.000
S 1.3271 -0.6861 -1.8789 0.244 0.253 0.174 0.650
F 1.4171 -1.8441 3.4528 -0.814 -0.498 -0.295 0.000
C 4.1134 2.8020 -3.9634 -0.272 -0.921 0.577 0.011
C -4.4767 0.5376 -1.0363 0.238 -0.842 -0.091 0.000
N -3.9193 1.6902 -0.6515 0.530 0.062 0.140 0.000
H 0.6836 2.2341 1.5698 -0.003 0.055 0.027 0.007
C -2.5491 1.7790 -0.3179 -0.200 -0.231 -0.153 0.001
O -2.0406 2.8285 -0.0248 0.166 0.470 0.194 0.001
C 2.4875 2.8507 0.5126 0.433 0.093 -0.323 0.146
C 3.0126 1.4940 -1.4334 0.184 -0.185 -0.404 0.123
H 6.2479 1.7620 -1.6679 0.031 0.187 0.097 -0.001
N -1.8640 0.5962 -0.3770 0.506 -0.587 0.009 0.009
```
Forces are in eV/Å.